Entry 1:
The following is a quantum chemistry calculation of a structure of composition C19H33AsBO2RhS4Sb, from OMol25.

```
! RIJCOSX wB97M-V def2-TZVPD def2/J DEFGRID3
* xyz -1 1
Rh -1.87 -1.33 -2.18
S -4.51 -0.11 -5.61
As -4.78 -0.57 -3.59
S -3.59 -2.44 -3.00
S -3.21 0.49 -2.30
S -6.70 -0.55 -2.79
C 1.00 -0.46 5.59
C -0.40 0.16 5.49
C -0.28 1.68 5.40
C -1.16 -0.19 6.77
C -1.10 -0.37 4.23
C -2.30 -1.07 4.28
C -2.94 -1.55 3.13
C -2.34 -1.30 1.93
O -2.73 -1.65 0.67
B -1.77 -1.14 -0.20
O -0.75 -0.51 0.55
C -1.14 -0.61 1.87
C -0.50 -0.14 2.98
H 1.51 -0.10 6.49
H 1.62 -0.20 4.73
H 0.94 -1.55 5.65
H 0.22 2.08 6.29
H -1.27 2.14 5.32
H 0.30 1.99 4.53
H -0.62 0.20 7.63
H -1.26 -1.27 6.90
H -2.16 0.25 6.77
H -2.78 -1.26 5.24
H -3.88 -2.08 3.19
H 0.43 0.40 2.89
C 3.23 -0.97 -3.79
C 2.13 -1.61 -2.94
C 2.68 -2.24 -1.66
Sb 0.50 -0.30 -2.42
C 0.11 0.88 -4.18
C 1.11 1.98 -4.53
C -0.14 -0.08 -5.34
C 1.32 1.10 -1.00
C 0.31 2.24 -0.88
C 2.74 1.60 -1.27
H 4.02 -1.71 -4.00
H 3.69 -0.13 -3.28
H 2.84 -0.62 -4.75
H 1.64 -2.39 -3.53
H 3.15 -1.50 -1.02
H 3.44 -2.99 -1.90
H 1.90 -2.73 -1.08
H -0.85 1.33 -3.90
H 2.10 1.58 -4.75
H 1.21 2.70 -3.72
H 0.76 2.52 -5.41
H 0.77 -0.63 -5.62
H -0.48 0.48 -6.22
H -0.93 -0.80 -5.11
H 1.32 0.53 -0.06
H 0.28 2.85 -1.78
H 0.57 2.90 -0.04
H -0.70 1.86 -0.70
H 2.82 2.10 -2.23
H 3.47 0.79 -1.24
H 3.03 2.33 -0.50
*
```

Properties
- E_HOMO: -0.155 Eh
- Gap between HOMO and LUMO: 0.218 Ha
- Energy above the lowest of the compared OMol25 structures with the same formula, charge and spin: 3.16 kJ/mol

=====

Entry 2:
The following is a quantum chemistry calculation of a cluster of 8 separate species, C19H33Cl14N in total at a distorted geometry, from OMol25.

```
! RIJCOSX wB97M-V def2-TZVPD def2/J DEFGRID3
* xyz -1 2
Cl 23.28 -19.48 12.45
C 22.83 -21.18 12.87
C 23.77 -21.84 13.85
Cl 23.79 -21.01 15.40
H 22.92 -21.76 11.95
H 21.80 -21.26 13.21
H 24.75 -21.95 13.38
H 23.34 -22.82 14.05
Cl 20.62 -26.73 8.57
C 22.28 -26.65 9.22
C 23.41 -27.16 8.35
Cl 23.05 -28.79 7.68
H 22.27 -27.15 10.19
H 22.35 -25.58 9.41
H 24.38 -27.13 8.85
H 23.46 -26.56 7.43
Cl 24.34 -24.02 10.07
C 23.95 -22.65 8.90
C 22.46 -22.80 8.42
Cl 21.27 -22.27 9.70
H 24.52 -22.76 7.98
H 24.06 -21.69 9.41
H 22.19 -23.81 8.10
H 22.24 -22.14 7.58
Cl 29.29 -23.37 9.87
C 28.19 -24.15 11.10
C 28.52 -25.61 11.20
Cl 29.75 -25.89 12.53
H 27.18 -23.98 10.73
H 28.36 -23.59 12.02
H 28.77 -26.08 10.25
H 27.60 -26.11 11.49
Cl 24.42 -24.48 5.79
C 26.16 -24.11 5.76
C 26.95 -24.16 7.09
Cl 26.84 -25.78 7.81
H 26.20 -23.14 5.26
H 26.53 -24.84 5.04
H 26.48 -23.57 7.87
H 28.00 -23.87 7.00
Cl 20.79 -24.79 5.77
C 20.99 -25.22 4.07
C 20.76 -26.78 3.95
Cl 22.19 -27.78 4.32
H 21.89 -24.73 3.68
H 20.18 -24.67 3.59
H 20.41 -27.07 2.96
H 19.98 -27.17 4.61
Cl 17.33 -21.43 7.17
C 18.87 -21.33 6.39
C 18.66 -21.24 4.85
Cl 17.84 -22.69 4.21
H 19.49 -22.18 6.71
H 19.40 -20.50 6.85
H 19.58 -21.05 4.29
H 18.01 -20.38 4.72
N 25.32 -19.50 6.40
C 25.28 -19.42 7.70
C 26.23 -20.02 8.58
C 27.27 -20.73 8.01
C 27.35 -20.85 6.68
C 26.38 -20.21 5.89
H 24.44 -18.79 7.93
H 26.14 -19.82 9.64
H 28.01 -21.20 8.64
H 28.23 -21.33 6.28
H 26.57 -20.32 4.83
*
```

Properties
- E_HOMO (spin up / spin down): -0.011 / -0.176 Eh
- Gap between HOMO and LUMO (spin up / spin down): 0.088 / 0.252 Ha
- ⟨S²⟩: 0.7601

=====

Entry 3:
The following is a quantum chemistry calculation of a structure of composition C19H33Cl2N2O4SYb at a distorted geometry, from OMol25.

```
! RIJCOSX wB97M-V def2-TZVPD def2/J DEFGRID3
* xyz 0 2
O 0.64 0.60 -2.60
C 1.74 1.13 -2.11
C 3.00 0.29 -2.55
C 3.08 -1.07 -2.30
H 2.30 -1.56 -1.69
C 4.15 -1.83 -2.80
H 4.16 -2.90 -2.63
C 5.18 -1.20 -3.52
H 6.02 -1.79 -3.90
C 5.13 0.18 -3.73
H 5.93 0.70 -4.27
C 4.03 0.92 -3.26
H 3.95 2.00 -3.42
H 1.87 2.10 -2.62
C 1.19 2.85 -0.10
C 1.95 1.59 -0.46
H 1.86 3.67 0.23
H 0.45 2.74 0.72
H 0.69 3.22 -1.00
C 3.08 1.27 0.20
C 3.69 1.93 1.43
H 3.72 0.47 -0.16
H 4.74 2.24 1.27
H 3.69 1.25 2.30
H 3.14 2.85 1.74
Yb 0.28 -0.11 0.60
Cl 1.40 -2.53 0.52
Cl 0.90 0.78 2.91
C -1.01 -1.64 2.81
O -1.55 -1.20 1.76
N -1.61 -1.88 3.98
C -3.04 -1.66 4.19
C -0.85 -2.30 5.15
H 0.08 -1.82 2.81
H -3.48 -1.21 3.30
H -3.19 -1.00 5.06
H -3.53 -2.62 4.41
H 0.20 -2.39 4.86
H -1.23 -3.27 5.51
H -0.95 -1.57 5.96
H -4.34 3.19 0.11
H -4.50 2.76 -2.57
C -3.29 3.40 -0.14
C -3.40 2.89 -2.57
N -2.86 2.58 -1.25
H -2.66 3.21 0.73
C -2.03 1.53 -1.04
O -1.56 1.25 0.08
H -2.96 2.22 -3.31
H -1.77 0.94 -1.93
H -3.23 4.46 -0.43
H -3.18 3.93 -2.84
C -1.65 -3.95 -0.25
S -2.31 -2.61 -1.25
C -3.81 -2.32 -0.29
O -1.42 -1.42 -1.10
H -2.31 -4.82 -0.33
H -1.59 -3.57 0.78
H -0.65 -4.17 -0.62
H -3.51 -1.97 0.70
H -4.40 -1.55 -0.82
H -4.40 -3.24 -0.25
*
```

Properties
- E_HOMO (spin up / spin down): -0.245 / -0.245 Eh
- Gap between HOMO and LUMO (spin up / spin down): 0.250 / 0.232 Ha
- ⟨S²⟩: 0.7508
- Energy above the lowest of the compared OMol25 structures with the same formula, charge and spin: 0.00 kJ/mol

=====

Entry 4:
The following is a quantum chemistry calculation of a cluster of 2 separate species, C19H33F3O2P2 in total, from OMol25.

```
! RIJCOSX wB97M-V def2-TZVPD def2/J DEFGRID3
* xyz 0 1
C -7.07 2.63 -0.44
C -6.27 1.41 0.00
C -6.21 1.27 1.52
C -5.20 2.20 2.20
C -4.20 1.47 3.10
C -3.06 2.37 3.60
C -1.74 2.12 2.89
C -1.02 0.84 3.36
C 0.47 0.85 3.05
C 0.78 0.72 1.54
P 1.79 -0.77 1.14
C 3.33 -0.20 0.27
C 3.24 0.64 -1.00
O 2.68 1.90 -0.69
C 4.61 0.82 -1.64
F 5.34 1.76 -1.03
F 5.32 -0.31 -1.63
F 4.47 1.20 -2.93
P 0.80 -1.51 -0.65
O 1.70 -2.30 -1.53
H -8.12 2.53 -0.16
H -7.03 2.78 -1.52
H -6.69 3.54 0.03
H -5.25 1.50 -0.39
H -6.69 0.51 -0.45
H -7.21 1.47 1.93
H -5.98 0.23 1.77
H -5.71 2.96 2.80
H -4.64 2.76 1.43
H -3.78 0.63 2.53
H -4.74 1.03 3.94
H -3.34 3.42 3.46
H -2.92 2.24 4.68
H -1.07 2.97 3.01
H -1.94 2.04 1.81
H -1.18 0.72 4.43
H -1.47 -0.03 2.88
H 0.96 0.04 3.60
H 0.91 1.78 3.42
H 1.29 1.60 1.15
H -0.16 0.66 0.98
H 3.93 0.33 1.01
H 3.85 -1.13 0.03
H 2.64 0.12 -1.76
H 2.55 2.40 -1.50
H -0.34 -2.17 -0.15
H 0.17 -0.41 -1.29
C 6.36 -4.60 -4.75
C 6.13 -3.31 -4.29
C 4.95 -3.02 -3.61
C 4.01 -4.01 -3.38
C 4.24 -5.30 -3.84
C 5.41 -5.60 -4.52
H 7.27 -4.84 -5.28
H 6.86 -2.54 -4.47
H 4.77 -2.01 -3.25
H 3.09 -3.76 -2.86
H 3.51 -6.07 -3.66
H 5.59 -6.60 -4.87
*
```

Properties
- E_HOMO: -0.328 Eh
- Gap between HOMO and LUMO: 0.343 Ha
- Structure (SMILES): CCCCCCCCCCP(C[C@@H](O)C(F)(F)F)[PH2]=O.c1ccccc1